Record 1
DFT (ωB97M-V/def2-TZVPD) results for C22H32N2O3 in the gas phase.

Element x y z (Å)
C  3.81  -3.22  -1.32
H  4.01  -2.88  -0.30
O  2.53  -2.82  -1.76
C  2.27  -1.48  -1.87
C  3.15  -0.47  -1.52
C  2.79  0.86  -1.66
C  1.55  1.19  -2.17
C  0.67  0.19  -2.54
C  1.01  -1.15  -2.40
C  0.05  -2.24  -2.79
H  -0.73  -1.84  -3.44
H  0.59  -3.02  -3.33
C  -0.59  -2.89  -1.56
N  -1.39  -1.94  -0.82
C  -2.69  -2.14  -0.54
O  -3.30  -3.14  -0.88
C  -3.40  -1.03  0.25
C  -2.50  -0.21  1.16
N  -1.63  0.71  0.46
C  -1.99  1.34  -0.70
O  -1.37  2.29  -1.13
C  -3.11  0.71  -1.51
C  -4.12  -0.08  -0.70
H  -4.78  -0.64  -1.37
H  -4.75  0.60  -0.11
H  -2.63  0.06  -2.24
H  -3.59  1.52  -2.07
C  -0.51  1.30  1.21
C  0.39  0.23  1.83
C  1.86  0.65  1.81
C  2.23  1.73  2.82
H  2.14  1.32  3.83
C  1.40  3.00  2.73
H  1.37  3.36  1.70
H  1.89  3.77  3.33
C  -0.03  2.81  3.25
C  -1.04  2.34  2.20
H  -1.90  1.93  2.73
H  -1.39  3.20  1.62
H  -0.39  3.76  3.65
H  0.00  2.11  4.08
H  3.28  1.98  2.67
H  2.11  0.99  0.80
H  2.47  -0.24  2.02
H  0.08  0.00  2.85
H  0.31  -0.69  1.23
H  0.07  1.83  0.44
H  -3.15  0.35  1.85
H  -1.88  -0.87  1.77
H  -4.14  -1.55  0.87
H  -0.95  -1.06  -0.58
H  0.19  -3.29  -0.91
H  -1.26  -3.70  -1.86
H  -0.29  0.45  -2.96
H  1.25  2.23  -2.28
H  3.49  1.63  -1.38
H  4.13  -0.71  -1.12
H  4.60  -2.84  -1.98
H  3.80  -4.30  -1.35

Computed properties:
- strongest force on any atom (Eh/bohr) = 0.011
- SMILES = COc1ccccc1CCNC(=O)[C@@H]1CCC(=O)N(C2CCCCCC2)C1
- 2S+1 = 1

Record 2
DFT (ωB97M-V/def2-TZVPD) results for C22H32N4O4S in the gas phase.

Element x y z (Å)
C  -3.22  -4.47  4.32
N  -4.52  -4.68  3.73
S  -4.52  -4.90  2.07
O  -3.46  -5.80  1.76
O  -5.86  -5.22  1.68
C  -4.13  -3.27  1.40
C  -2.83  -2.83  1.38
C  -2.54  -1.54  0.92
C  -3.58  -0.71  0.47
C  -4.90  -1.19  0.50
C  -5.17  -2.45  0.97
H  -6.17  -2.84  1.00
H  -5.72  -0.58  0.16
N  -3.28  0.55  0.00
C  -2.00  0.97  -0.01
C  -0.94  0.24  0.43
C  -1.13  -1.09  0.94
O  -0.24  -1.82  1.38
C  0.40  0.92  0.32
O  0.49  2.04  -0.17
N  1.43  0.22  0.81
C  2.80  0.66  0.76
C  3.60  -0.15  -0.26
H  4.67  0.02  -0.08
H  3.39  -1.22  -0.13
C  3.25  0.29  -1.68
N  3.74  1.63  -1.92
C  2.79  2.48  -2.61
C  3.18  3.96  -2.61
C  4.33  4.29  -3.56
H  4.23  3.67  -4.46
C  5.72  4.10  -2.96
C  5.84  2.90  -2.01
H  6.90  2.66  -1.90
H  5.46  3.16  -1.03
C  5.08  1.66  -2.47
H  5.08  1.59  -3.57
H  5.61  0.78  -2.09
H  6.44  4.00  -3.77
H  6.00  5.00  -2.40
H  4.24  5.33  -3.89
H  3.43  4.27  -1.60
H  2.30  4.52  -2.92
H  2.64  2.16  -3.66
H  1.84  2.39  -2.08
H  2.16  0.27  -1.79
H  3.66  -0.43  -2.41
H  2.80  1.71  0.46
H  3.24  0.56  1.76
H  1.23  -0.72  1.15
H  -1.81  1.96  -0.39
C  -4.33  1.43  -0.48
H  -4.85  0.97  -1.33
H  -5.05  1.64  0.31
H  -3.88  2.36  -0.81
H  -2.02  -3.46  1.69
C  -5.58  -3.83  4.22
H  -5.34  -2.76  4.10
H  -5.75  -4.04  5.27
H  -6.47  -4.07  3.65
H  -2.53  -5.13  3.81
H  -2.89  -3.43  4.23
H  -3.27  -4.74  5.38

Computed properties:
- strongest force on any atom (Eh/bohr) = 0.021
- SMILES = CN(C)S(=O)(=O)c1ccc2c(c1)c(=O)c(C(=O)NCCCN1CCCCCC1)cn2C
- 2S+1 = 1

Record 3
DFT (ωB97M-V/def2-TZVPD) results for C22H32N4O4S2 in the gas phase.

Element x y z (Å)
C  0.28  3.75  6.39
H  1.12  4.44  6.44
C  -0.68  4.17  5.28
C  -0.05  4.17  3.88
N  -0.55  3.08  3.06
C  -0.08  1.78  3.48
H  1.02  1.69  3.36
C  -0.77  0.69  2.66
N  -0.49  0.89  1.26
C  0.20  0.10  0.41
O  0.39  0.43  -0.75
C  0.68  -1.27  0.91
C  -0.49  -2.24  0.68
C  -0.05  -3.70  0.79
N  1.09  -4.00  -0.03
S  0.80  -4.53  -1.58
O  2.09  -4.76  -2.18
O  -0.13  -5.61  -1.48
C  -0.01  -3.19  -2.47
C  0.76  -2.18  -3.02
C  0.15  -1.06  -3.56
C  -1.25  -1.00  -3.59
C  -2.01  -2.05  -3.08
C  -1.39  -3.14  -2.50
H  -1.95  -3.95  -2.08
H  -3.08  -1.98  -3.12
S  -2.06  0.42  -4.24
C  -0.79  0.93  -5.44
C  0.56  1.06  -4.76
O  1.29  2.01  -4.94
N  0.93  0.00  -4.00
H  1.87  0.06  -3.61
C  -0.71  -0.05  -6.61
H  0.03  0.30  -7.33
H  -0.43  -1.04  -6.27
H  -1.68  -0.11  -7.11
H  -1.10  1.92  -5.79
H  1.84  -2.28  -3.02
C  2.23  -3.16  0.22
C  1.91  -1.67  0.09
H  1.71  -1.42  -0.95
H  2.77  -1.08  0.42
H  2.59  -3.38  1.24
H  3.00  -3.45  -0.49
H  0.22  -3.93  1.83
H  -0.85  -4.38  0.48
H  -0.89  -2.06  -0.32
H  -1.29  -2.04  1.40
H  0.94  -1.25  1.97
C  -0.93  2.20  0.82
C  -0.25  3.28  1.65
H  0.84  3.24  1.46
H  -0.62  4.26  1.34
H  -2.02  2.27  0.95
H  -0.68  2.30  -0.24
H  -1.85  0.77  2.81
H  -0.45  -0.29  3.00
H  -0.32  1.64  4.53
H  1.05  4.13  3.97
H  -0.30  5.10  3.37
H  -1.55  3.51  5.27
H  -1.04  5.18  5.51
H  0.68  2.75  6.22
H  -0.22  3.76  7.35

Computed properties:
- strongest force on any atom (Eh/bohr) = 0.021
- SMILES = CCCN1CCN(C(=O)C2CCN(S(=O)(=O)c3ccc4c(c3)NC(=O)[C@@H](C)S4)CC2)CC1
- 2S+1 = 1

Record 4
DFT (ωB97M-V/def2-TZVPD) results for C22H32N4O5OsSSi2 as an isolated structure.

Element x y z (Å)
Os  0.47  0.11  0.07
C  0.23  -1.77  5.54
C  -1.09  -1.41  4.86
N  -1.04  -0.11  4.25
C  -0.84  0.13  2.94
S  -0.93  -1.18  1.78
N  -0.69  1.37  2.56
N  -0.43  1.55  1.26
C  -0.73  2.72  0.72
C  -1.30  3.85  1.51
C  -0.51  2.85  -0.69
C  -0.64  4.07  -1.39
C  -0.47  4.09  -2.75
C  -0.21  2.90  -3.42
C  -0.06  1.74  -2.68
N  -0.18  1.71  -1.35
H  0.15  -2.72  6.06
H  0.50  -1.01  6.28
H  1.03  -1.84  4.81
H  -1.90  -1.42  5.60
H  -1.31  -2.14  4.08
H  -0.96  0.69  4.86
H  -1.48  3.51  2.53
H  -2.24  4.19  1.07
H  -0.60  4.68  1.53
H  -0.84  4.97  -0.84
H  -0.53  5.02  -3.30
H  -0.12  2.86  -4.49
H  0.17  0.80  -3.17
O  0.89  -2.87  -5.51
C  0.77  -2.52  -4.36
C  -0.49  -2.63  -3.51
O  -1.45  -3.33  -3.75
C  -0.25  -1.77  -2.33
C  1.14  -1.41  -2.30
O  1.61  -0.75  -1.32
C  1.83  -1.83  -3.51
O  2.99  -1.64  -3.84
O  -1.04  -1.35  -1.47
C  3.99  -2.26  2.83
Si  2.73  -2.14  1.39
C  1.37  -3.42  1.83
C  3.53  -2.84  -0.19
C  2.16  -0.30  1.30
Si  3.51  0.96  0.75
C  4.79  1.12  2.17
C  4.45  0.69  -0.89
C  2.67  2.67  0.59
H  3.95  -3.25  3.28
H  3.81  -1.54  3.62
H  5.01  -2.11  2.48
H  1.79  -4.42  1.81
H  0.55  -3.38  1.12
H  0.96  -3.26  2.83
H  4.19  -3.66  0.06
H  4.12  -2.11  -0.74
H  2.78  -3.22  -0.87
H  1.87  0.00  2.32
H  5.45  0.27  2.22
H  4.30  1.24  3.13
H  5.40  2.00  2.00
H  5.11  -0.18  -0.86
H  5.07  1.56  -1.08
H  3.78  0.57  -1.73
H  1.97  2.85  1.40
H  2.13  2.75  -0.35
H  3.40  3.47  0.61

Computed properties:
- strongest force on any atom (Eh/bohr) = 0.063
- 2S+1 = 1

ΔE to the lowest compared entry with this formula, charge and spin per entry: 0.0 33.7 4.9 23.2 kcal/mol